No. 1
Formula: C5H6O2
Source: OMol25
Level of theory: wB97M-V/def2-TZVPD

Calculated values
Net charge ... 0
Electronic energy ... -9375.0709 eV
Gap between HOMO and LUMO ... 10.6 eV
F_max ... 0.01149 Eh/bohr

Each line ends with the natural charge from an NBO analysis.
CARTESIAN COORDINATES (ANGSTROEM)
O: 0.420 1.510 -2.405  -0.500
C: 0.320 0.891 -1.383  0.622
C: 0.447 -0.597 -1.026  -0.550
C: -0.181 -0.232 0.322  0.204
C: -0.303 -0.994 1.556  -0.104
O: -1.424 -0.780 0.701  -0.478
C: -0.052 1.272 0.058  -0.550
H: 1.498 -0.905 -0.959  0.242
H: -0.108 -1.305 -1.647  0.250
H: 0.058 -2.022 1.592  0.185
H: -0.342 -0.478 2.515  0.186
H: -0.965 1.861 0.185  0.250
H: 0.780 1.759 0.579  0.242



No. 2
Formula: C5H8Br4O
Source: OMol25
Level of theory: wB97M-V/def2-TZVPD

Calculated values
Net charge ... 0
Expectation value of S² ... 2.0082
Electronic energy ... -287524.8816 eV
Gap between HOMO and LUMO (alpha / beta) ... 5.9 / 5.6 eV
F_max ... 0.13806 Eh/bohr
2S+1 ... 3

Each line ends with the natural charge from an NBO analysis.
CARTESIAN COORDINATES (ANGSTROEM)
C: 0.781 -1.877 0.538  -0.701
C: 0.869 -0.511 -1.572  -0.679
C: -0.756 0.437 0.241  -0.332
C: 0.035 -1.101 -0.513  0.033
C: -0.289 1.952 0.669  -0.062
O: -1.333 2.640 1.186  -0.729
Br: -1.442 -2.060 -1.336  0.044
Br: -1.901 -0.263 1.727  -0.053
Br: 0.265 2.988 -0.861  0.314
Br: 1.292 1.821 1.838  0.045
H: 0.245 -1.825 1.520  0.248
H: 1.718 -1.377 0.787  0.231
H: 1.107 -2.926 0.182  0.242
H: 1.450 0.245 -1.128  0.227
H: 1.298 -1.159 -2.267  0.237
H: 0.131 -0.010 -2.402  0.215
H: -1.627 0.759 -0.459  0.222
H: -1.842 2.267 1.850  0.497



No. 3
Formula: C26H54Cl3GaN5O4PSi
Source: OMol25
Level of theory: wB97M-V/def2-TZVPD

Calculated values
Net charge ... 0
Electronic energy ... -150580.4902 eV
Gap between HOMO and LUMO (alpha / beta) ... 4.8 / 5.1 eV
F_max ... 0.08304 Eh/bohr

Each line ends with the Löwdin charge.
CARTESIAN COORDINATES (ANGSTROEM)
C: 2.612 -1.039 -5.703  -0.033
C: 1.795 -0.459 -6.829  -0.230
H: 2.819 -2.103 -5.900  0.073
H: 2.053 -0.950 -4.758  0.079
H: 3.566 -0.513 -5.588  0.088
C: 1.709 -0.944 -8.082  -0.093
C: 2.437 -2.134 -8.616  -0.095
H: 1.070 -0.419 -8.799  0.109
H: 2.485 -2.948 -7.873  0.071
H: 3.468 -1.881 -8.909  0.085
H: 1.935 -2.510 -9.505  0.066
Ga: -0.477 0.067 1.497  0.156
Cl: 1.274 1.895 2.664  0.353
Cl: 1.020 -0.243 0.009  0.279
H: -3.902 2.049 5.390  0.099
H: -1.950 1.822 7.325  0.100
C: -3.736 0.970 5.314  -0.030
C: -1.810 0.794 6.937  -0.089
N: -2.349 0.709 5.610  -0.213
H: -3.976 0.619 4.290  0.097
C: -1.582 0.430 4.490  -0.333
O: -2.173 0.443 3.381  -0.061
H: -0.725 0.556 6.930  0.052
H: -0.528 0.245 4.901  0.044
H: -4.306 0.428 6.055  0.086
H: -2.355 0.062 7.559  0.101
H: 0.245 -4.415 0.036  0.106
H: -0.785 -2.616 -1.689  0.086
C: -0.733 -4.452 0.534  -0.043
C: -1.723 -2.958 -1.229  -0.017
N: -1.496 -3.252 0.196  -0.162
H: -0.600 -4.484 1.620  0.066
C: -1.796 -2.332 1.135  -0.376
O: -1.880 -1.127 0.899  -0.072
H: -2.499 -2.193 -1.317  0.098
H: -2.025 -2.755 2.143  0.142
H: -1.282 -5.340 0.187  0.094
H: -2.043 -3.888 -1.711  0.096
O: -0.311 0.420 -6.015  -0.187
C: 0.990 0.788 -6.470  -0.314
C: -0.234 1.791 -8.469  -0.043
C: 0.899 1.756 -7.648  -0.198
H: -1.083 1.134 -8.245  0.120
C: -0.254 2.672 -9.557  -0.080
H: 1.526 1.294 -5.651  0.139
C: 2.012 2.572 -7.911  -0.031
H: -1.143 2.704 -10.190  0.101
C: 0.845 3.497 -9.824  -0.094
C: 1.979 3.444 -9.000  -0.084
H: 2.890 2.489 -7.257  0.123
H: 0.822 4.184 -10.673  0.099
H: 2.842 4.081 -9.194  0.100
Si: -1.160 1.128 -4.757  0.414
Cl: 0.414 -2.190 2.729  0.511
C: -2.945 0.711 -5.097  -0.154
C: -0.868 2.987 -4.768  -0.151
C: -0.596 0.396 -3.133  -0.177
H: -3.194 0.886 -6.149  0.032
H: -3.598 1.329 -4.472  0.033
H: -3.134 -0.343 -4.868  0.031
H: -0.765 -0.688 -3.109  0.018
H: -1.163 0.843 -2.308  0.030
H: 0.466 0.578 -2.939  0.019
H: -1.011 3.413 -5.770  0.035
H: 0.142 3.246 -4.426  0.036
H: -1.587 3.463 -4.088  0.032
C: 2.063 2.626 5.774  -0.219
N: 0.906 1.836 5.393  -0.416
C: -0.180 2.712 5.051  -0.233
P: 1.367 -0.148 5.138  1.141
O: 0.522 -0.088 3.279  -0.970
N: 1.552 -0.413 6.706  -0.479
C: 2.418 -1.543 7.099  -0.096
C: 1.611 0.615 7.736  -0.145
N: 0.164 -1.983 5.536  -0.356
C: 0.372 -3.341 5.171  -0.326
C: -0.954 -1.886 6.394  -0.211
H: 2.089 3.546 5.173  0.065
H: 3.051 2.177 5.718  0.074
H: 1.894 2.990 6.801  0.070
H: -0.703 2.523 4.098  0.038
H: -0.901 2.760 5.868  0.057
H: 0.211 3.733 4.920  0.082
H: 3.432 -1.269 6.840  0.077
H: 2.326 -1.654 8.179  0.081
H: 2.148 -2.497 6.634  0.065
H: 2.606 1.016 7.737  0.071
H: 0.862 1.398 7.632  0.061
H: 1.415 0.107 8.682  0.084
H: 1.339 -3.577 4.756  0.045
H: 0.164 -3.958 6.046  0.071
H: -0.428 -3.572 4.452  0.017
H: -0.713 -1.541 7.416  0.083
H: -1.804 -1.410 5.923  0.059
H: -1.369 -2.880 6.517  0.071



Among the records above, which one has the highest electronic energy?
C5H6O2



Which of these has the lowest electronic energy?
C5H8Br4O



Among the records above, which one has the lowest F_max?
C5H6O2



Which formula does entry 3 have?
C26H54Cl3GaN5O4PSi